# 1
Here is a cluster of 3 separate species, C18H36F2N3O10P in total from OMol25. Energies are from the ωB97M-V functional and the def2-TZVPD basis.

As for the net charge: 0. As for the SMILES: CC[C@H](F)[C@]1(C)OC(=O)O[C@@]1(CP(=O)(O)O)C(=O)NC(=O)F.COC[C@@H](C)N.COC[C@@H](C)N. The calculation puts the maximum force at 0.042 Eh/bohr. For the orbital gap, the calculation gives 9.24 eV.

Each line ends with the Mulliken charge.
Geometry (Å):
1 C -2.36 -4.36 3.03  -1.612
2 C -1.58 -3.82 1.83  0.361
3 C -2.15 -4.34 0.54  -1.122
4 F -2.18 -5.72 0.58  -0.440
5 C -1.51 -3.88 -0.75  2.140
6 C -1.86 -2.39 -0.93  -1.886
7 O -2.14 -4.54 -1.89  -0.515
8 C -1.38 -4.17 -2.97  0.448
9 O -1.77 -4.19 -4.10  -0.568
10 O -0.15 -3.81 -2.53  -0.479
11 C -0.07 -4.23 -1.12  1.874
12 C 0.33 -5.69 -1.23  -1.665
13 P 0.76 -6.47 0.35  0.853
14 O 0.98 -5.50 1.43  -0.573
15 O 2.09 -7.29 0.08  -0.547
16 O -0.30 -7.60 0.65  -0.558
17 C 1.11 -3.42 -0.58  -0.681
18 O 2.22 -3.65 -1.01  -0.511
19 N 0.87 -2.39 0.38  0.324
20 C 2.01 -2.08 1.15  0.355
21 O 2.83 -1.23 0.91  -0.493
22 F 2.08 -2.85 2.22  -0.178
23 H -2.76 -5.34 2.84  0.363
24 H -3.13 -3.67 3.36  0.360
25 H -1.67 -4.48 3.85  0.404
26 H -1.62 -2.74 1.87  0.422
27 H -0.54 -4.09 1.96  -0.148
28 H -3.18 -4.01 0.48  0.444
29 H -1.05 -1.82 -1.37  0.538
30 H -2.71 -2.31 -1.58  0.417
31 H -2.13 -1.92 0.00  0.440
32 H -0.39 -6.29 -1.76  0.665
33 H 1.24 -5.71 -1.82  0.576
34 H 2.78 -6.91 0.62  0.348
35 H -1.05 -7.47 0.06  0.383
36 H 0.51 -1.54 -0.03  0.250
37 C 2.62 4.46 0.39  -1.359
38 C 3.06 3.04 0.70  0.386
39 C 4.06 2.45 -0.31  -0.718
40 O 3.48 2.05 -1.54  -0.359
41 C 3.29 3.09 -2.49  -0.646
42 N 1.86 2.20 0.83  -0.674
43 H 1.90 4.50 -0.43  0.140
44 H 2.13 4.90 1.25  0.324
45 H 3.47 5.09 0.12  0.400
46 H 3.57 3.06 1.67  0.382
47 H 4.48 1.54 0.12  0.375
48 H 4.89 3.14 -0.49  0.423
49 H 4.09 3.83 -2.43  0.313
50 H 2.32 3.58 -2.36  0.209
51 H 3.31 2.63 -3.48  0.252
52 H 2.15 1.27 1.14  0.242
53 H 1.50 2.05 -0.10  0.319
54 C -3.58 5.47 -0.25  -1.476
55 C -2.44 4.83 0.54  0.359
56 C -1.53 5.85 1.25  -0.730
57 O -0.61 6.51 0.39  -0.308
58 C -1.13 7.64 -0.29  -0.723
59 N -1.68 3.94 -0.34  -0.718
60 H -3.23 5.90 -1.19  0.273
61 H -4.32 4.71 -0.50  0.375
62 H -4.07 6.25 0.33  0.355
63 H -2.89 4.22 1.33  0.406
64 H -0.91 5.30 1.96  0.340
65 H -2.11 6.58 1.82  0.429
66 H -1.85 8.19 0.31  0.322
67 H -1.58 7.35 -1.24  0.252
68 H -0.29 8.30 -0.51  0.246
69 H -0.98 3.45 0.22  0.264
70 H -1.13 4.53 -0.96  0.330


# 2
Here is an isolated molecule of C18H36N2O2 from OMol25. Energies are from the ωB97M-V functional and the def2-TZVPD basis.

As for the net charge: 0. The energy above the lowest of the compared OMol25 structures with the same formula, charge and spin is 0.157 eV. As for the SMILES: CCCC(C)(C)NC(=O)CCCCC(=O)NC(C)(C)CCC. The calculation puts the maximum force at 0.015 Eh/bohr. For the orbital gap, the calculation gives 9.53 eV.

Each line ends with the Mulliken charge.
Geometry (Å):
1 C -2.16 -2.93 -1.24  -1.474
2 C -2.12 -1.64 -0.43  0.583
3 C -3.50 -1.00 -0.34  -1.371
4 H -4.18 -1.70 0.16  0.421
5 H -3.88 -0.85 -1.36  0.398
6 C -3.57 0.35 0.40  1.428
7 N -2.76 1.35 -0.31  -0.049
8 C -1.45 1.62 -0.22  0.327
9 O -0.69 1.08 0.57  -0.585
10 C -1.00 2.69 -1.20  -1.061
11 C 0.52 2.81 -1.28  -0.105
12 C 1.12 3.45 -0.02  -0.756
13 C 2.63 3.25 0.06  -0.967
14 C 3.12 1.80 -0.01  0.546
15 O 4.15 1.53 -0.60  -0.657
16 N 2.37 0.92 0.66  0.056
17 H 1.44 1.19 0.94  0.194
18 C 2.59 -0.53 0.71  1.928
19 C 4.01 -0.81 1.21  -2.200
20 H 4.17 -0.28 2.14  0.457
21 H 4.16 -1.87 1.38  0.471
22 H 4.74 -0.45 0.48  0.429
23 C 1.57 -1.07 1.71  -1.884
24 H 0.56 -0.81 1.38  0.390
25 H 1.64 -2.14 1.82  0.377
26 H 1.74 -0.61 2.68  0.429
27 C 2.36 -1.08 -0.72  -0.539
28 C 2.89 -2.48 -1.06  -0.709
29 C 2.21 -3.64 -0.34  -1.054
30 H 1.13 -3.53 -0.37  0.126
31 H 2.53 -3.71 0.69  0.276
32 H 2.47 -4.58 -0.83  0.430
33 H 3.97 -2.51 -0.88  0.369
34 H 2.74 -2.61 -2.14  0.400
35 H 2.85 -0.39 -1.40  0.457
36 H 1.28 -1.05 -0.91  -0.048
37 H 3.12 3.78 -0.76  0.316
38 H 3.01 3.67 0.99  0.324
39 H 0.91 4.53 -0.03  0.506
40 H 0.64 3.04 0.86  0.223
41 H 0.94 1.80 -1.40  -0.074
42 H 0.80 3.39 -2.15  0.499
43 H -1.40 2.45 -2.19  0.516
44 H -1.43 3.65 -0.89  0.315
45 H -3.27 1.83 -1.05  0.390
46 C -5.01 0.86 0.36  -2.034
47 H -5.66 0.18 0.91  0.430
48 H -5.38 0.92 -0.66  0.484
49 H -5.08 1.84 0.82  0.446
50 C -3.12 0.23 1.86  -1.639
51 H -3.27 1.18 2.37  0.439
52 H -2.08 -0.04 1.92  0.256
53 H -3.72 -0.53 2.36  0.412
54 H -1.42 -0.94 -0.89  -0.087
55 H -1.75 -1.86 0.58  0.200
56 H -2.83 -3.65 -0.78  0.372
57 H -2.51 -2.74 -2.25  0.353
58 H -1.17 -3.37 -1.30  0.319


# 3
Here is an isolated molecule of C18H36NO2 from OMol25. Energies are from the ωB97M-V functional and the def2-TZVPD basis.

As for the net charge: 0. The energy above the lowest of the compared OMol25 structures with the same formula, charge and spin is 0.000 eV. The calculation puts the maximum force at 0.007 Eh/bohr. For the orbital gap (spin up / spin down), the calculation gives 8.43 / 10.00 eV. As for the spin multiplicity: 2.

Each line ends with the Mulliken charge.
Geometry (Å):
1 C -2.61 -4.25 1.15  -1.348
2 C -1.63 -3.24 0.54  0.479
3 C -1.50 -3.32 -0.99  -1.292
4 C -1.35 -1.97 -1.70  -0.231
5 C 0.10 -1.54 -1.93  -0.944
6 C 0.30 -0.02 -2.02  -1.460
7 C 0.74 0.78 -0.75  3.367
8 C 2.27 0.96 -0.79  -1.463
9 C 3.12 -0.32 -0.89  0.554
10 C 4.27 -0.32 0.09  -1.708
11 O 3.57 -0.55 -2.23  -0.586
12 C 0.12 2.20 -0.81  -3.397
13 C -1.16 2.52 -0.01  1.858
14 C -1.16 4.00 0.40  -1.828
15 C -2.41 2.23 -0.84  -1.529
16 N -1.27 1.69 1.22  0.935
17 O -2.20 2.00 2.03  -0.753
18 C -0.13 0.89 1.72  1.499
19 C -0.65 -0.02 2.82  -1.686
20 C 0.95 1.82 2.28  -1.884
21 C 0.31 0.03 0.53  -0.653
22 H -3.37 -4.55 0.42  0.333
23 H -3.14 -3.83 2.01  0.362
24 H -2.12 -5.16 1.48  0.304
25 H -1.93 -2.23 0.82  -0.198
26 H -0.65 -3.39 1.00  0.328
27 H -0.63 -3.93 -1.25  0.320
28 H -2.36 -3.86 -1.39  0.496
29 H -1.88 -1.20 -1.12  0.023
30 H -1.87 -2.00 -2.67  0.529
31 H 0.73 -1.98 -1.15  0.446
32 H 0.45 -1.98 -2.87  0.348
33 H -0.65 0.41 -2.38  0.649
34 H 1.04 0.21 -2.80  0.468
35 H 2.52 1.57 -1.66  0.536
36 H 2.58 1.54 0.09  0.478
37 H 2.48 -1.19 -0.69  -0.100
38 H 4.90 -1.20 -0.06  0.438
39 H 4.88 0.58 -0.02  0.430
40 H 3.91 -0.34 1.12  0.306
41 H 4.38 -0.05 -2.38  0.425
42 H -0.11 2.41 -1.86  0.702
43 H 0.88 2.93 -0.54  0.534
44 H -1.21 4.63 -0.49  0.397
45 H -0.25 4.25 0.95  0.333
46 H -2.01 4.20 1.04  0.397
47 H -2.38 2.79 -1.78  0.377
48 H -2.49 1.17 -1.08  0.238
49 H -3.31 2.52 -0.30  0.409
50 H -0.90 0.54 3.72  0.442
51 H -1.54 -0.55 2.49  0.333
52 H 0.13 -0.75 3.07  0.383
53 H 1.82 1.23 2.60  0.283
54 H 1.29 2.55 1.55  0.360
55 H 0.56 2.36 3.14  0.409
56 H -0.54 -0.62 0.31  -1.075
57 H 1.11 -0.64 0.86  0.624